# 1
The following is a DFT calculation (wB97M-V/def2-TZVPD) of a 5-piece molecular cluster, C32H59ClFIN3O7 overall in a non-equilibrium geometry.

## Properties
LUMO level, eV: -2.66
Gap between HOMO and LUMO, hartree: 0.3120
Calculated total energy, eV: -76274.8459
Highest occupied orbital energy, eV: -11.2

Structure (ORCA input):
```
! wB97M-V def2-TZVPD RIJCOSX def2/J DEFGRID3
* xyz 1 1
C -0.8660 -1.4398 5.3883
C -1.3663 -0.8245 4.4841
C -1.8005 0.0823 3.3971
C -0.7485 0.3062 2.3014
C -1.4085 1.3484 1.3496
O -0.4292 1.9787 0.5508
C -1.0276 2.8769 -0.3581
O -1.3622 2.1843 -1.5302
C -0.7217 2.6145 -2.7262
C -0.1864 1.3583 -3.4441
O -0.2007 1.5805 -4.8304
N 0.5701 0.7841 2.7410
C 0.6550 1.6440 3.9302
C 0.2259 3.0731 3.6217
C 0.8885 3.7807 2.6146
C 0.5407 5.0686 2.2643
C -0.5111 5.7053 2.9261
C -1.1555 5.0244 3.9431
C -0.8029 3.7220 4.3118
C -1.5763 3.1086 5.4680
C 1.3961 -0.3033 2.6600
N 2.6923 -0.3529 2.7184
C 3.5694 0.8034 2.9376
C 5.0114 0.3283 2.6685
C 5.5013 -0.5093 3.8817
I 6.0600 -2.5121 3.3131
N 0.7239 -1.4865 2.3584
C -0.4180 -1.0148 1.5465
Cl 0.3580 -0.7163 -0.0605
C -1.4549 -2.1230 1.4572
C -2.7467 -1.8156 0.6816
C -2.5849 -1.7179 -0.8389
F -3.8230 -1.9336 -1.4041
H -0.5514 -1.8910 6.3010
H -2.0336 1.0434 3.8529
H -2.7349 -0.2958 2.9876
H -1.8777 2.1108 1.9831
H -2.1509 0.8690 0.7090
H -1.9550 3.2837 0.0630
H -0.3499 3.7132 -0.5287
H 0.1204 3.2759 -2.5283
H -1.4611 3.0677 -3.3890
H -0.8045 0.5147 -3.1187
H 0.8248 1.1682 -3.0579
H 0.0517 0.7693 -5.2790
H 1.6792 1.7021 4.2883
H 0.0568 1.2758 4.7603
H 1.6899 3.3013 2.0630
H 1.0935 5.5649 1.4780
H -0.7826 6.7109 2.6393
H -1.9659 5.5257 4.4586
H -2.4821 2.5960 5.1415
H -1.8953 3.9196 6.1218
H -0.9757 2.4415 6.0842
H 3.0902 -1.2722 2.5568
H 3.2916 1.6368 2.2971
H 3.5241 1.0723 3.9921
H 5.6748 1.1695 2.4975
H 4.9952 -0.3459 1.8135
H 6.3718 -0.0739 4.3615
H 4.7292 -0.6325 4.6374
H 0.4864 -2.0775 3.1465
H -1.7162 -2.5021 2.4460
H -0.9614 -2.9482 0.9366
H -3.2729 -0.9261 1.0254
H -3.4255 -2.6531 0.8609
H -2.2692 -0.7079 -1.1133
H -1.8576 -2.4301 -1.2296
C -1.0364 3.9094 -7.3764
C 0.2770 3.9405 -8.1319
O 1.3706 4.2386 -7.2639
H -1.2164 4.8680 -6.8879
H -1.8748 3.6948 -8.0390
H -1.0048 3.1469 -6.5953
H 0.2662 4.7131 -8.8991
H 0.4599 2.9773 -8.6220
H 1.3921 3.5559 -6.5863
C -4.4994 1.2174 -7.9665
C -5.1758 2.5701 -7.8371
O -4.3856 3.6102 -8.4071
H -3.5214 1.2355 -7.4832
H -5.1026 0.4311 -7.5101
H -4.3413 0.9637 -9.0174
H -5.3153 2.8274 -6.7882
H -6.1595 2.5546 -8.3175
H -4.2641 3.4080 -9.3398
C 1.4596 -5.2644 -0.3492
C 2.4721 -4.3388 0.2961
O 2.5756 -3.1007 -0.4068
H 1.7324 -5.4653 -1.3853
H 1.4017 -6.2110 0.1880
H 0.4643 -4.8083 -0.3594
H 3.4616 -4.7911 0.2880
H 2.1979 -4.1399 1.3397
H 1.7050 -2.6886 -0.3926
C 2.0694 -9.7380 2.7767
C 2.2447 -8.6782 1.7059
O 3.1854 -7.6814 2.1094
H 1.7353 -9.2833 3.7097
H 1.3394 -10.4885 2.4710
H 3.0171 -10.2417 2.9793
H 1.3023 -8.1646 1.5192
H 2.5793 -9.1290 0.7661
H 4.0244 -8.1252 2.2642
*
```

These are the Mulliken partial charges, in e, on atoms 1 to 99: 0.0429 -1.2576 -0.3646 0.0161 -2.7928 -0.0875 -0.7183 -0.3621 -0.3073 -0.3887 -0.3519 1.4981 -0.8028 1.1529 -0.5500 -0.6604 -0.8749 -0.6645 1.0779 -1.9329 -0.7372 0.4015 -0.4261 -0.9732 -0.9777 0.0720 -0.7727 1.8805 -0.2082 -0.7996 -0.8707 -0.0279 -0.3702 0.4571 0.3079 0.5438 0.7554 0.6314 0.4409 0.4681 0.2843 0.2882 0.1814 0.2237 0.2579 0.3538 0.2801 0.0982 0.4939 0.4428 0.4528 0.3303 0.5508 0.3759 0.2798 0.0952 0.4746 0.3908 0.4652 0.4732 0.3761 0.4501 0.4749 0.3145 0.2069 0.5605 0.0726 0.2351 -0.3585 -0.3755 -0.5154 0.2583 0.1557 -0.0317 0.3273 0.2573 0.2838 -0.8733 -0.3043 -0.5041 0.1508 0.3472 0.3239 0.2665 0.2914 0.2879 -0.4650 0.0030 -0.5320 0.3253 -0.1526 0.1523 0.3699 0.0700 0.3015 -1.0986 -0.1507 -0.4736 0.2955



# 2
The following is a DFT calculation (wB97M-V/def2-TZVPD) of C32H60IrN2O2P3 as an isolated structure in a non-equilibrium geometry.

## Properties
LUMO level (alpha / beta), eV: -8.28 / -12.72
Gap between HOMO and LUMO (alpha / beta), hartree: 0.2402 / 0.2020
Energy relative to the best compared isomer or geometry (same formula, charge and spin), eV: 0.000
Calculated total energy, eV: -71908.3731
Highest occupied orbital energy (alpha / beta), eV: -14.8 / -18.2

Structure (ORCA input):
```
! wB97M-V def2-TZVPD RIJCOSX def2/J DEFGRID3
* xyz 3 6
C 2.3225 -1.1998 -1.8417
C 1.4502 0.7886 -2.8156
C 3.2268 -1.3494 -2.8916
C 2.1698 0.5017 -3.9990
C 3.1086 -0.5157 -3.9885
H 3.9656 -2.1378 -2.8291
H 2.0161 1.1376 -4.8447
H 3.7586 -0.6525 -4.8450
N 1.5127 -0.1303 -1.7949
P 0.6206 -2.2630 0.0917
P 0.1373 2.2580 -0.9162
C 2.2805 -2.2500 -0.7386
H 2.5342 -3.2637 -1.1103
H 3.0501 -2.0510 0.0360
C 0.9531 2.0923 -2.5418
H 0.5107 2.6292 -3.3690
C -1.5628 3.1937 -0.7165
C 1.5834 3.5016 -0.6686
C -0.4345 -3.4045 -1.0136
C 0.9181 -3.1945 1.7310
C -2.6188 2.3109 -0.0272
H -2.3212 2.0545 0.9963
H -3.5742 2.8626 0.0090
H -2.7862 1.3775 -0.5751
C -1.4453 4.4823 0.1053
H -1.0767 4.2740 1.1178
H -0.8105 5.2339 -0.3774
H -2.4528 4.9210 0.2067
C -2.0676 3.5101 -2.1211
H -3.0275 4.0473 -2.0422
H -1.3871 4.1442 -2.7073
H -2.2573 2.5745 -2.6621
C 1.6372 4.0162 0.7658
H 1.2695 3.2802 1.4929
H 2.6878 4.2174 1.0148
H 1.0779 4.9476 0.8829
C 2.9130 2.7664 -0.9654
H 3.0403 1.8841 -0.3224
H 2.9842 2.4404 -2.0150
H 3.7418 3.4750 -0.8421
C 1.4116 4.6369 -1.7107
H 0.8738 4.3434 -2.6234
H 0.8987 5.5175 -1.3106
H 2.4138 4.9241 -2.0602
C -0.4651 -3.4612 2.3558
H -0.3220 -3.8423 3.3788
H -1.0503 -2.5311 2.4062
H -1.0403 -4.2156 1.8070
C 1.7170 -2.2988 2.6885
H 2.6766 -1.9814 2.2606
H 1.1373 -1.4172 2.9887
H 1.9410 -2.8746 3.6014
C 1.7165 -4.4976 1.5793
H 2.5969 -4.3719 0.9413
H 2.0708 -4.7940 2.5752
H 1.1193 -5.3300 1.2062
C -0.1192 -3.0685 -2.4775
H 0.8811 -3.4116 -2.7773
H -0.8464 -3.5779 -3.1276
H -0.1861 -1.9927 -2.6773
C -1.9236 -3.1664 -0.7150
H -2.2491 -2.1723 -1.0269
H -2.5137 -3.9146 -1.2714
H -2.1582 -3.2806 0.3515
C -0.1749 -4.9039 -0.8341
H 0.8768 -5.1826 -0.9644
H -0.5491 -5.2835 0.1208
H -0.7450 -5.4303 -1.6144
Ir 0.2998 0.1089 -0.0215
C 1.6098 0.5114 1.1883
O 2.4304 0.7904 1.9871
N -1.5009 -0.2263 -1.5217
C -2.0355 -0.0938 -2.5762
C -2.4030 0.1747 -4.0215
C -1.7452 1.2856 -4.8618
C -1.9763 -1.1447 -4.6614
C -3.8989 0.4266 -3.7830
H -1.8649 2.2916 -4.4631
H -0.6784 1.1000 -5.0002
H -2.2056 1.2888 -5.8572
H -2.2290 -2.0090 -4.0314
H -2.3811 -1.3092 -5.6563
H -0.8812 -1.1217 -4.7616
H -4.3435 1.1154 -4.4968
H -4.4319 -0.5282 -3.7777
H -4.0727 0.8826 -2.7856
C -0.5484 2.1187 3.6274
P -1.4085 0.5651 3.3515
C -0.8236 -0.5642 4.6479
C -3.1504 0.8472 3.7320
O -1.2187 0.0336 1.9480
H -0.9000 2.8800 2.9141
H 0.5367 1.9772 3.5030
H -0.7435 2.4733 4.6522
H -1.2584 -0.2489 5.6017
H -1.1383 -1.5876 4.4296
H 0.2652 -0.5141 4.7275
H -3.5275 1.6980 3.1522
H -3.7211 -0.0528 3.4741
H -3.2658 1.0569 4.8038
*
```

These are the Mulliken partial charges, in e, on atoms 1 to 99: 0.5588 -0.3155 -0.9260 -0.9451 -1.0618 0.6669 0.6599 0.5479 0.6453 -0.5304 0.9475 -2.0914 0.8943 0.7052 -1.1599 0.8230 2.6276 1.6185 2.4265 2.3220 -1.5702 -0.2311 0.7445 0.0161 -1.4623 0.0115 0.2322 0.5575 -1.5054 0.5708 0.3231 -0.1178 -1.5451 0.1600 0.4681 0.3691 -1.7379 0.1847 0.4583 0.7193 -1.2792 0.1729 0.4413 0.4133 -1.8161 0.5885 0.1045 0.2071 -1.4043 0.3022 -0.2387 0.6793 -1.5192 0.2847 0.5278 0.3684 -1.5825 0.2453 0.6635 -0.1571 -1.3964 -0.0420 0.5843 0.2464 -1.8338 0.3666 0.3893 0.5387 2.2255 0.3830 -0.4850 -0.1338 -0.4782 1.8649 -1.3786 -1.8419 -1.4935 0.3231 0.2523 0.5212 0.3950 0.5133 0.3043 0.4239 0.4110 0.2773 -0.7809 0.7269 -1.1384 -1.1770 -0.8107 0.0118 0.2306 0.5484 0.4954 0.3128 0.3857 0.3820 0.3386